(1)
The following is a DFT calculation (ωB97M-V/def2-TZVPD) of 6 unconnected molecules or ions with the total composition C84H69BFO13S.

LUMO energy: 0.1 eV
charge: -1
HOMO-LUMO gap: 4.605 eV
E_HOMO: -4.49 eV

Positions of all 169 atoms, in Å:
1 C -5.31 -8.50 -1.55
2 O -4.06 -8.01 -1.98
3 C -3.24 -9.01 -2.56
4 C -3.56 -9.28 -4.04
5 C -2.55 -8.60 -4.97
6 C -2.47 -7.08 -4.74
7 C -2.91 -6.20 -5.93
8 C -3.87 -5.06 -5.54
9 C -3.43 -4.24 -4.32
10 C -2.14 -3.43 -4.51
11 B -1.42 -3.00 -3.10
12 S 0.14 -1.87 -3.54
13 C -1.02 -4.37 -2.27
14 C 0.25 -4.40 -1.41
15 C 0.19 -3.61 -0.14
16 O 1.09 -2.97 0.35
17 O -1.01 -3.71 0.49
18 C -2.43 -2.00 -2.27
19 C -1.83 -0.99 -1.30
20 F -3.39 -2.77 -1.53
21 H -5.22 -9.04 -0.60
22 H -5.96 -7.64 -1.42
23 H -5.76 -9.17 -2.29
24 H -2.22 -8.65 -2.46
25 H -3.33 -9.93 -1.97
26 H -3.60 -10.35 -4.25
27 H -4.56 -8.86 -4.24
28 H -2.81 -8.83 -6.01
29 H -1.57 -9.05 -4.79
30 H -1.44 -6.82 -4.49
31 H -3.08 -6.82 -3.87
32 H -2.03 -5.77 -6.42
33 H -3.41 -6.83 -6.67
34 H -4.87 -5.48 -5.37
35 H -3.95 -4.38 -6.39
36 H -4.25 -3.54 -4.09
37 H -3.36 -4.88 -3.44
38 H -1.43 -3.98 -5.14
39 H -2.39 -2.52 -5.07
40 H 0.90 -2.81 -4.12
41 H -1.86 -4.66 -1.63
42 H -0.92 -5.18 -3.01
43 H 1.13 -4.07 -1.95
44 H 0.45 -5.43 -1.08
45 H -1.13 -2.92 1.03
46 H -3.03 -1.44 -2.99
47 H -1.63 -0.05 -1.81
48 H -2.53 -0.78 -0.48
49 H -0.87 -1.31 -0.88
50 C -0.44 5.49 -5.20
51 C -0.20 4.23 -4.67
52 C -1.03 3.71 -3.69
53 C -2.10 4.47 -3.22
54 C -2.34 5.74 -3.75
55 C -1.51 6.25 -4.75
56 C -3.45 6.59 -3.23
57 O -3.67 7.70 -3.69
58 C -4.28 6.04 -2.12
59 C -5.28 6.84 -1.56
60 C -6.04 6.36 -0.51
61 C -5.83 5.07 -0.02
62 C -4.85 4.27 -0.58
63 C -4.06 4.76 -1.62
64 C -2.97 3.90 -2.15
65 O -2.77 2.79 -1.71
66 H 0.22 5.89 -5.96
67 H 0.65 3.65 -5.01
68 H -0.86 2.73 -3.27
69 H -1.71 7.23 -5.14
70 H -5.43 7.84 -1.96
71 H -6.79 6.99 -0.06
72 H -6.42 4.70 0.80
73 H -4.67 3.27 -0.22
74 C 2.95 5.27 -0.80
75 C 2.05 5.48 -1.83
76 C 2.49 5.91 -3.07
77 C 3.85 6.13 -3.28
78 C 4.76 5.93 -2.24
79 C 4.30 5.50 -1.00
80 C 6.21 6.20 -2.42
81 O 7.00 6.04 -1.52
82 C 6.65 6.68 -3.77
83 C 8.00 6.97 -3.96
84 C 8.44 7.41 -5.20
85 C 7.54 7.57 -6.25
86 C 6.20 7.28 -6.05
87 C 5.75 6.85 -4.81
88 C 4.29 6.57 -4.63
89 O 3.51 6.70 -5.55
90 H 2.61 4.92 0.17
91 H 0.99 5.31 -1.67
92 H 1.79 6.08 -3.87
93 H 5.02 5.33 -0.20
94 H 8.68 6.84 -3.13
95 H 9.49 7.64 -5.35
96 H 7.89 7.91 -7.21
97 H 5.48 7.40 -6.86
98 C -3.92 -14.20 5.58
99 C -3.92 -14.85 4.35
100 C -3.51 -14.18 3.21
101 C -3.10 -12.85 3.29
102 C -3.11 -12.20 4.52
103 C -3.52 -12.87 5.67
104 C -2.71 -10.76 4.64
105 O -2.71 -10.20 5.71
106 C -2.31 -10.06 3.39
107 C -1.98 -8.71 3.45
108 C -1.60 -8.03 2.30
109 C -1.55 -8.70 1.09
110 C -1.88 -10.04 1.02
111 C -2.27 -10.73 2.16
112 C -2.65 -12.16 2.05
113 O -2.61 -12.75 0.99
114 H -4.23 -14.72 6.47
115 H -4.24 -15.88 4.29
116 H -3.50 -14.67 2.25
117 H -3.51 -12.35 6.61
118 H -2.02 -8.21 4.41
119 H -1.36 -6.98 2.35
120 H -1.26 -8.16 0.19
121 H -1.85 -10.57 0.07
122 C 5.19 3.00 6.81
123 C 4.31 3.20 5.74
124 C 4.79 3.61 4.51
125 C 6.16 3.83 4.34
126 C 7.03 3.64 5.41
127 C 6.54 3.22 6.64
128 C 8.50 3.90 5.26
129 O 9.26 3.73 6.18
130 C 8.98 4.37 3.93
131 C 10.33 4.65 3.77
132 C 10.81 5.08 2.55
133 C 9.94 5.23 1.47
134 C 8.59 4.96 1.62
135 C 8.11 4.53 2.85
136 C 6.65 4.26 3.00
137 O 5.89 4.38 2.06
138 H 4.81 2.67 7.76
139 H 3.25 3.03 5.88
140 H 4.13 3.76 3.67
141 H 7.24 3.08 7.45
142 H 10.99 4.53 4.62
143 H 11.86 5.31 2.43
144 H 10.32 5.57 0.51
145 H 7.91 5.07 0.79
146 C -2.28 7.48 8.57
147 C -1.23 6.57 8.62
148 C -0.78 5.96 7.47
149 C -1.38 6.26 6.25
150 C -2.44 7.16 6.20
151 C -2.89 7.78 7.36
152 C -3.13 7.48 4.91
153 O -4.05 8.27 4.87
154 C -2.65 6.77 3.69
155 C -3.30 7.02 2.48
156 C -2.87 6.38 1.33
157 C -1.79 5.50 1.37
158 C -1.15 5.26 2.57
159 C -1.57 5.89 3.73
160 C -0.87 5.59 5.01
161 O 0.09 4.85 5.05
162 H -2.62 7.96 9.48
163 H -0.76 6.34 9.57
164 H 0.04 5.26 7.48
165 H -3.71 8.48 7.30
166 H -4.14 7.70 2.46
167 H -3.37 6.57 0.39
168 H -1.47 5.00 0.47
169 H -0.31 4.57 2.62

Atomic partial charges in e from the Mulliken method, atoms 1 to 99: -0.8913 -0.2156 -0.4469 -0.5819 -1.3168 0.8461 -0.8632 -1.1841 0.1237 -0.8346 0.8219 -0.4591 -0.1249 -0.5080 0.3229 -0.6627 -0.3890 0.5431 -1.7081 -0.4673 0.2485 0.2171 0.3889 0.3030 0.3250 0.3630 0.3487 0.5109 0.3483 0.1275 -0.2900 0.2976 0.4446 0.3458 0.3814 0.2974 0.0688 0.1771 0.1509 -0.0316 0.3741 -0.4442 0.1989 0.3597 0.3481 0.3080 0.2906 0.3532 0.1950 -0.4397 -0.6773 -0.5584 0.2735 0.3450 -0.7852 0.2791 -0.6901 0.5630 -0.5322 -0.5490 -0.5443 -0.5688 0.3908 0.1314 -0.6230 0.4613 0.4336 0.7301 0.4869 0.4677 0.4148 0.4307 0.5468 -0.8168 -0.3215 -0.9862 0.3104 0.2130 -1.0711 0.6968 -0.6706 0.0573 -0.4896 -0.5310 -0.4960 -0.5401 0.2286 0.7885 -0.7014 0.5458 0.5486 0.6888 0.7995 0.5181 0.3997 0.3851 0.4665 -0.4624 -0.4732


(2)
The following is a DFT calculation (ωB97M-V/def2-TZVPD) of 13 unconnected molecules or ions with the total composition C87H199N13O13.

LUMO energy: 0.5 eV
HOMO-LUMO gap: 8.467 eV
energy relative to the best compared isomer or geometry (same formula, charge and spin): 0.00 kJ/mol
E_HOMO: -7.97 eV

Positions of all 312 atoms, in Å:
1 C -0.76 1.87 7.01
2 C 0.45 2.74 6.93
3 C 1.42 2.42 8.05
4 C 2.12 1.12 7.87
5 C 2.87 1.22 6.55
6 C 1.96 1.48 5.35
7 N 1.12 2.68 5.63
8 O 0.25 2.93 4.53
9 C 2.89 1.95 4.23
10 C 1.18 0.19 4.95
11 C 0.03 4.20 7.08
12 H -1.35 2.11 7.95
13 H -0.40 0.82 7.04
14 H -1.40 1.96 6.13
15 H 2.03 3.32 8.13
16 H 0.82 2.55 8.99
17 H 1.41 0.27 7.89
18 H 2.78 0.96 8.70
19 H 3.44 0.29 6.28
20 H 3.60 2.03 6.57
21 H 2.28 2.15 3.30
22 H 3.31 2.95 4.53
23 H 3.74 1.29 4.04
24 H 0.64 -0.24 5.86
25 H 0.46 0.44 4.21
26 H 1.89 -0.61 4.69
27 H -0.55 4.28 8.03
28 H -0.49 4.66 6.24
29 H 0.93 4.76 7.19
30 H -0.30 2.18 4.42
31 C -1.31 -4.91 -7.51
32 C -2.20 -3.84 -6.79
33 C -2.53 -4.35 -5.37
34 C -3.22 -3.34 -4.48
35 C -2.24 -2.20 -4.31
36 C -1.85 -1.55 -5.65
37 N -1.40 -2.60 -6.55
38 O -1.14 -2.03 -7.87
39 C -3.00 -0.64 -6.09
40 C -0.56 -0.72 -5.36
41 C -3.52 -3.57 -7.57
42 H -1.27 -4.57 -8.57
43 H -1.92 -5.81 -7.53
44 H -0.38 -5.04 -7.05
45 H -3.12 -5.27 -5.41
46 H -1.56 -4.57 -4.94
47 H -3.46 -3.82 -3.47
48 H -4.23 -3.06 -4.88
49 H -1.33 -2.66 -3.84
50 H -2.65 -1.50 -3.61
51 H -2.84 -0.38 -7.14
52 H -3.95 -1.16 -5.88
53 H -2.95 0.30 -5.48
54 H -0.78 -0.07 -4.53
55 H 0.26 -1.31 -5.04
56 H -0.41 -0.22 -6.30
57 H -3.96 -2.69 -7.16
58 H -4.22 -4.40 -7.36
59 H -3.43 -3.47 -8.67
60 H -0.19 -1.98 -7.83
61 C 4.36 -3.11 5.35
62 C 5.83 -3.04 4.85
63 C 6.18 -4.40 4.11
64 C 5.58 -4.49 2.68
65 C 6.05 -3.28 1.90
66 C 5.54 -2.01 2.57
67 N 6.09 -1.93 3.94
68 O 5.49 -0.75 4.55
69 C 6.07 -0.83 1.69
70 C 3.95 -1.85 2.56
71 C 6.75 -2.82 6.01
72 H 3.74 -3.81 4.76
73 H 3.81 -2.19 5.45
74 H 4.30 -3.45 6.41
75 H 7.24 -4.58 4.02
76 H 5.82 -5.22 4.74
77 H 4.49 -4.38 2.75
78 H 5.81 -5.49 2.35
79 H 5.69 -3.29 0.86
80 H 7.12 -3.18 1.91
81 H 5.42 -0.79 0.79
82 H 6.22 0.04 2.26
83 H 7.03 -1.22 1.34
84 H 3.51 -1.81 1.55
85 H 3.46 -2.68 2.99
86 H 3.57 -1.02 3.17
87 H 7.81 -2.96 5.79
88 H 6.47 -3.59 6.71
89 H 6.61 -1.79 6.40
90 H 6.20 -0.13 4.59
91 C 1.89 6.20 -1.12
92 C 0.97 6.89 -0.14
93 C 0.27 7.98 -0.90
94 C -0.87 8.69 -0.18
95 C -1.90 7.65 0.17
96 C -1.30 6.48 0.95
97 N -0.10 5.96 0.24
98 O 0.43 4.86 0.96
99 C -1.17 6.88 2.45
100 C -2.37 5.39 0.89
101 C 1.78 7.52 1.02
102 H 1.33 5.77 -1.95
103 H 2.42 5.43 -0.62
104 H 2.60 6.92 -1.56
105 H 1.01 8.73 -1.24
106 H -0.24 7.61 -1.84
107 H -1.26 9.52 -0.79
108 H -0.44 9.14 0.74
109 H -2.27 7.35 -0.82
110 H -2.76 8.02 0.73
111 H -0.55 6.18 2.98
112 H -0.72 7.85 2.52
113 H -2.18 6.88 2.84
114 H -3.29 5.88 1.20
115 H -2.48 5.04 -0.16
116 H -2.20 4.51 1.53
117 H 2.22 6.78 1.69
118 H 1.09 8.19 1.55
119 H 2.51 8.09 0.50
120 H 0.70 5.16 1.86
121 C -0.83 -7.73 0.68
122 C 0.50 -7.38 -0.03
123 C 0.30 -7.46 -1.57
124 C 1.40 -6.76 -2.39
125 C 1.39 -5.30 -1.96
126 C 1.79 -5.24 -0.41
127 N 0.82 -6.01 0.37
128 O 1.06 -5.98 1.80
129 C 3.23 -5.53 -0.15
130 C 1.59 -3.77 -0.07
131 C 1.54 -8.43 0.39
132 H -0.67 -8.17 1.73
133 H -1.37 -8.54 0.15
134 H -1.50 -6.87 0.70
135 H 0.06 -8.52 -1.76
136 H -0.67 -7.01 -1.78
137 H 1.23 -6.88 -3.48
138 H 2.39 -7.20 -2.18
139 H 0.43 -4.81 -2.06
140 H 2.09 -4.70 -2.53
141 H 3.55 -5.25 0.87
142 H 3.41 -6.61 -0.23
143 H 3.97 -5.12 -0.87
144 H 0.58 -3.57 -0.35
145 H 1.80 -3.72 0.98
146 H 2.27 -3.10 -0.60
147 H 0.98 -9.35 0.62
148 H 2.11 -8.11 1.27
149 H 2.22 -8.66 -0.44
150 H 0.20 -5.69 2.22
151 C 2.65 0.78 -0.87
152 C 1.24 1.35 -1.19
153 C 0.53 0.66 -2.30
154 C 0.07 -0.74 -1.87
155 C -0.81 -0.75 -0.63
156 C -0.26 0.04 0.52
157 N 0.25 1.36 -0.05
158 O 0.68 2.12 1.10
159 C -1.38 0.50 1.54
160 C 0.80 -0.68 1.36
161 C 1.39 2.77 -1.72
162 H 3.01 1.27 0.07
163 H 3.32 1.13 -1.64
164 H 2.65 -0.28 -0.62
165 H -0.30 1.28 -2.69
166 H 1.25 0.51 -3.13
167 H 0.99 -1.35 -1.69
168 H -0.44 -1.34 -2.66
169 H -0.96 -1.83 -0.31
170 H -1.81 -0.36 -0.85
171 H -2.07 1.27 1.14
172 H -1.88 -0.44 1.75
173 H -0.94 0.90 2.42
174 H 0.42 -1.20 2.27
175 H 1.45 -1.39 0.80
176 H 1.51 0.02 1.76
177 H 0.38 3.11 -1.91
178 H 2.01 2.81 -2.66
179 H 1.95 3.39 -1.04
180 H 0.40 3.04 0.97
181 C -6.84 0.65 -5.12
182 C -6.56 0.86 -3.62
183 C -6.70 -0.49 -2.84
184 C -6.04 -0.41 -1.47
185 C -4.59 0.04 -1.61
186 C -4.44 1.39 -2.23
187 N -5.11 1.29 -3.60
188 O -4.99 2.58 -4.23
189 C -5.02 2.50 -1.33
190 C -2.95 1.73 -2.44
191 C -7.56 1.90 -3.12
192 H -6.64 1.48 -5.77
193 H -7.88 0.35 -5.20
194 H -6.17 -0.15 -5.53
195 H -7.74 -0.72 -2.64
196 H -6.35 -1.26 -3.55
197 H -6.14 -1.33 -0.97
198 H -6.53 0.32 -0.78
199 H -4.08 -0.78 -2.18
200 H -4.23 -0.05 -0.57
201 H -6.09 2.67 -1.48
202 H -4.84 2.27 -0.27
203 H -4.50 3.48 -1.48
204 H -2.48 1.84 -1.47
205 H -2.56 0.96 -3.08
206 H -2.81 2.68 -2.98
207 H -7.05 2.87 -3.26
208 H -7.69 1.69 -2.08
209 H -8.50 1.82 -3.66
210 H -4.34 2.39 -4.93
211 C 7.88 2.03 -0.31
212 C 6.99 3.28 -0.32
213 C 5.70 2.85 0.36
214 O 4.69 3.83 0.38
215 C 3.75 3.64 1.43
216 N 7.57 4.48 0.24
217 H 8.26 1.75 0.67
218 H 8.78 2.30 -0.89
219 H 7.41 1.18 -0.78
220 H 6.73 3.51 -1.35
221 H 5.94 2.62 1.44
222 H 5.28 1.97 -0.15
223 H 3.06 4.51 1.35
224 H 4.20 3.72 2.43
225 H 3.21 2.70 1.39
226 H 6.82 5.14 0.14
227 H 7.85 4.31 1.22
228 C -0.02 -3.04 3.69
229 C -0.67 -4.30 4.31
230 C -1.66 -3.89 5.36
231 O -0.98 -3.34 6.53
232 C -1.77 -2.40 7.25
233 N -1.22 -5.13 3.27
234 H -0.53 -2.74 2.81
235 H 1.00 -3.29 3.41
236 H -0.15 -2.25 4.42
237 H 0.10 -4.97 4.80
238 H -2.35 -4.78 5.59
239 H -2.35 -3.08 5.00
240 H -1.28 -2.07 8.16
241 H -2.71 -2.88 7.63
242 H -1.99 -1.52 6.60
243 H -1.65 -5.97 3.67
244 H -1.96 -4.68 2.74
245 C 2.72 -0.06 -5.74
246 C 2.95 0.03 -7.23
247 C 4.07 -0.81 -7.64
248 O 4.29 -0.59 -9.04
249 C 5.36 -1.37 -9.47
250 N 1.71 -0.20 -7.93
251 H 2.32 -1.06 -5.52
252 H 1.87 0.50 -5.34
253 H 3.63 0.08 -5.17
254 H 3.26 1.05 -7.52
255 H 3.86 -1.86 -7.49
256 H 4.98 -0.54 -7.12
257 H 5.57 -1.10 -10.51
258 H 5.13 -2.43 -9.26
259 H 6.30 -1.14 -8.94
260 H 1.41 -1.16 -8.01
261 H 1.80 0.10 -8.91
262 C -4.49 0.27 6.05
263 C -5.19 1.12 5.00
264 C -4.21 1.38 3.81
265 O -3.12 2.13 4.29
266 C -3.42 3.51 4.59
267 N -6.28 0.33 4.46
268 H -3.83 -0.53 5.64
269 H -5.31 -0.16 6.63
270 H -3.90 0.93 6.71
271 H -5.49 2.11 5.45
272 H -4.77 1.88 3.03
273 H -3.85 0.41 3.47
274 H -2.45 3.96 4.74
275 H -4.03 3.64 5.49
276 H -3.95 4.05 3.76
277 H -6.83 0.85 3.81
278 H -7.02 0.08 5.12
279 C -4.81 -3.83 2.55
280 C -4.28 -2.64 1.81
281 C -3.89 -3.00 0.38
282 O -2.92 -4.02 0.43
283 C -2.33 -4.30 -0.80
284 N -5.17 -1.51 1.77
285 H -5.26 -3.52 3.54
286 H -4.00 -4.55 2.81
287 H -5.61 -4.33 1.99
288 H -3.38 -2.34 2.37
289 H -3.43 -2.09 -0.05
290 H -4.84 -3.21 -0.20
291 H -3.07 -4.76 -1.48
292 H -1.48 -4.93 -0.63
293 H -1.94 -3.42 -1.32
294 H -5.30 -1.15 2.70
295 H -6.07 -1.76 1.45
296 C -1.01 6.67 -4.79
297 C -1.61 5.31 -4.30
298 C -0.90 4.06 -4.81
299 O -0.77 4.16 -6.22
300 C 0.28 3.28 -6.65
301 N -1.73 5.24 -2.87
302 H -1.72 7.41 -4.43
303 H -1.02 6.66 -5.93
304 H 0.04 6.77 -4.46
305 H -2.66 5.28 -4.67
306 H -1.46 3.14 -4.63
307 H 0.06 4.01 -4.19
308 H 1.24 3.75 -6.43
309 H 0.18 3.13 -7.71
310 H 0.33 2.35 -6.15
311 H -0.89 5.33 -2.31
312 H -2.46 5.83 -2.48

Atomic partial charges in e from the Mulliken method, atoms 1 to 99: -0.6226 2.1947 -1.5658 -0.3653 -0.7332 2.1347 -0.5276 0.7426 -2.2724 -0.4783 -2.2470 0.5690 -0.1987 -0.4301 0.4156 0.4230 0.1358 0.5327 -0.3390 0.5722 -0.3613 0.8959 0.2437 -0.2147 -0.1459 0.3356 0.4175 0.1321 0.5954 -0.3343 -2.1798 1.5976 -1.5538 0.2635 0.2629 3.0317 0.3730 -0.5597 -0.7901 -2.0035 -1.4134 0.4081 0.4283 0.4124 0.6450 0.1661 0.0897 0.3597 -0.5438 -0.8662 0.5325 -0.1596 -0.2618 -1.0572 0.4656 0.9736 0.2882 0.3374 0.3784 0.3053 -0.9564 2.2088 -2.0106 0.2881 -1.6867 2.3831 -0.3691 -0.1159 -2.3412 -0.2877 -1.8264 0.2296 -0.3524 0.3932 0.4240 0.4555 -0.4867 0.6571 0.3047 0.7149 0.1321 0.4332 0.5250 0.4907 -0.3725 -0.3897 0.4083 0.4399 0.3487 0.3229 -1.0555 1.7707 -0.9006 -0.9147 -1.0481 1.6189 0.2849 0.9773 -1.6225